{
  "formula": "C4H6N2",
  "method": "ωB97M-V/def2-TZVPD",
  "gap_ev": 8.588,
  "de_lowest_ev": 4.4776,
  "lumo_ev": 0.60,
  "multiplicity": 1,
  "total_energy_ha": -265.37102,
  "largest_force_ev_per_a": 0.402,
  "elements": ["C", "C", "C", "N", "C", "H", "N", "H", "H", "H", "H", "H"],
  "coordinates": [[-1.312, 0.433, -0.005], [-0.029, 0.757, -0.190], [1.225, 0.655, -0.585], [-0.746, -1.889, 0.238], [-1.645, -0.983, 0.161], [0.501, 1.645, -1.027], [2.376, 0.853, 0.088], [-2.092, 1.184, 0.055], [2.391, 0.747, 1.094], [-2.720, -1.201, 0.221], [-1.180, -2.806, 0.331], [3.231, 0.604, -0.382]],
  "nbo_charge": [-0.435, -0.005, -0.015, -0.653, 0.113, 0.297, -0.789, 0.228, 0.379, 0.154, 0.335, 0.391]
}


{
  "formula": "C2H14O4S",
  "method": "ωB97M-V/def2-TZVPD",
  "gap_ev": 9.776,
  "smiles": "CCS.O.O.O.O",
  "de_lowest_ev": 1.8186,
  "lumo_ev": 0.39,
  "multiplicity": 1,
  "total_energy_ha": -783.68646,
  "largest_force_ev_per_a": 7.228,
  "elements": ["H", "O", "H", "O", "C", "H", "O", "H", "H", "H", "O", "H", "H", "S", "H", "H", "H", "H", "H", "C", "H"],
  "coordinates": [[2.449, 1.034, 0.308], [1.763, 0.380, -0.052], [3.697, -1.159, 1.485], [-0.192, 1.951, -1.932], [-3.354, -1.693, 0.127], [-0.709, 1.337, -1.390], [4.537, -0.981, 1.577], [-4.151, -3.644, 0.795], [0.702, 1.581, -1.932], [1.271, 0.343, 0.760], [3.005, 5.772, -1.297], [3.986, 5.624, -1.199], [-2.067, -1.794, 2.267], [-1.674, -1.720, 0.997], [-4.147, -1.238, 0.819], [-3.204, -3.633, -0.862], [4.955, -1.253, 0.786], [2.837, 5.681, -2.193], [-3.200, -1.116, -0.775], [-3.930, -3.039, -0.196], [-4.837, -2.831, -0.767]],
  "nbo_charge": [0.473, -0.942, 0.456, -0.948, -0.479, 0.468, -0.921, 0.212, 0.480, 0.469, -0.931, 0.467, 0.126, -0.100, 0.218, 0.212, 0.466, 0.464, 0.216, -0.621, 0.215]
}


{
  "formula": "C5H4N2O2",
  "method": "ωB97M-V/def2-TZVPD",
  "gap_ev": 8.817,
  "smiles": "Oc1coc2nc[nH]c12",
  "de_lowest_ev": 2.8124,
  "lumo_ev": 0.32,
  "multiplicity": 1,
  "total_energy_ha": -452.83490,
  "largest_force_ev_per_a": 5.711,
  "elements": ["C", "O", "H", "C", "H", "C", "C", "N", "O", "H", "N", "C", "H"],
  "coordinates": [[-1.548, -1.349, 0.033], [-0.302, -1.925, 0.032], [1.261, 2.164, -0.125], [0.145, 0.345, -0.061], [-2.358, -2.056, 0.090], [2.303, 0.315, -0.031], [-1.629, -0.016, -0.005], [1.231, 1.161, -0.063], [-2.640, 0.856, -0.083], [3.314, 0.671, -0.027], [1.972, -0.951, 0.012], [0.617, -0.939, -0.006], [-2.366, 1.724, 0.233]],
  "nbo_charge": [-0.006, -0.418, 0.422, -0.032, 0.213, 0.167, 0.282, -0.540, -0.667, 0.198, -0.455, 0.340, 0.495]
}


{
  "formula": "C38H41F5GeN4O3Zn",
  "method": "ωB97M-V/def2-TZVPD",
  "gap_ev": 8.240,
  "de_lowest_ev": 0.5450,
  "lumo_ev": 0.43,
  "multiplicity": 1,
  "total_energy_ha": -6272.94539,
  "largest_force_ev_per_a": 4.121,
  "elements": ["C", "H", "H", "H", "C", "H", "H", "H", "H", "H", "C", "C", "C", "C", "H", "C", "C", "H", "N", "F", "C", "C", "C", "F", "H", "H", "C", "H", "H", "H", "H", "C", "C", "H", "F", "H", "H", "C", "H", "C", "C", "H", "C", "Zn", "C", "H", "H", "H", "C", "H", "N", "H", "H", "C", "N", "C", "F", "H", "H", "C", "Ge", "C", "C", "H", "H", "H", "N", "O", "H", "O", "H", "H", "C", "C", "C", "C", "F", "H", "C", "C", "C", "C", "H", "H", "C", "C", "H", "H", "H", "C", "O", "C", "C"],
  "coordinates": [[-1.455, -2.837, -1.385], [0.525, -3.545, -1.765], [-7.621, -5.463, -1.677], [2.739, -1.836, 1.292], [-2.296, -4.823, 2.054], [-4.214, 2.953, 0.352], [5.463, 1.476, -2.081], [-3.060, 1.915, 2.168], [5.068, -0.797, 1.272], [2.413, 2.880, -4.797], [-1.701, -5.413, 3.158], [0.572, 5.861, -0.007], [-3.404, 1.321, 1.392], [-6.718, -4.960, -1.273], [7.509, 2.557, -0.983], [1.120, 3.479, 0.387], [4.634, -0.053, 0.617], [4.436, -0.424, -0.380], [5.512, 2.298, -0.142], [-1.199, 6.970, 1.145], [1.905, 1.559, -3.215], [-6.824, -3.863, -0.458], [-0.963, -2.888, 2.331], [-0.435, 2.340, 1.756], [6.658, 0.591, 0.336], [-5.708, -2.274, 0.421], [-0.851, 4.595, 1.367], [3.957, 1.148, 3.005], [3.858, 1.605, -1.349], [4.650, 3.029, -1.862], [-0.055, -3.662, -0.066], [-4.365, -3.599, -0.530], [5.694, 1.078, 0.651], [6.605, 4.020, -0.630], [-1.993, 4.495, 2.083], [-1.917, -6.394, 3.525], [-1.925, 1.961, -1.124], [-4.338, -4.793, -1.282], [2.719, 0.880, -3.316], [-0.418, 3.003, -2.918], [1.288, 4.701, -0.317], [1.861, -0.741, 2.325], [0.549, 3.397, -3.805], [1.689, 0.477, -0.171], [-0.112, 1.930, -2.075], [2.277, 1.424, 2.603], [-1.446, 3.518, -2.794], [-4.126, -0.914, -1.619], [-5.636, -3.204, -0.109], [-0.919, 0.671, -0.617], [-0.985, 1.573, -1.065], [-0.187, -5.192, 4.654], [3.569, 2.298, 1.645], [-3.980, -0.280, -0.763], [3.278, 0.258, 1.216], [0.770, -1.792, -0.626], [0.975, 6.992, -0.530], [-7.795, -3.473, -0.162], [-5.450, -6.338, -2.354], [-3.083, -0.014, 1.416], [-2.744, -2.670, 0.067], [6.795, 3.012, -0.364], [1.693, 2.626, -4.046], [-2.958, -5.451, 1.443], [0.473, -2.919, 3.896], [0.359, 4.268, -4.426], [1.027, 1.170, -2.219], [1.937, -1.635, -0.994], [-3.354, -5.187, -1.495], [1.844, 2.441, 0.130], [3.562, -1.086, 2.734], [-0.712, -1.917, 1.972], [-0.055, 3.505, 1.167], [-0.300, -3.474, 3.404], [-1.979, -3.543, 1.621], [3.292, 1.364, 2.168], [2.282, 4.796, -1.235], [-2.481, -0.284, 2.291], [-5.481, -5.454, -1.669], [0.028, -3.046, -0.961], [-3.296, -0.787, 0.310], [2.834, -0.957, 1.903], [7.225, 3.113, 0.673], [5.836, 1.357, 1.649], [-0.556, 5.827, 0.781], [4.849, 2.103, -1.430], [-1.800, -3.676, -2.016], [-4.926, 1.422, -1.637], [-1.547, -1.929, -2.033], [-0.725, -4.729, 3.850], [0.171, -0.852, 0.041], [-4.360, 1.053, -0.795], [-4.048, 1.859, 0.296]],
  "mulliken_charge": [-1.343, 0.569, 0.312, 0.350, 0.073, 0.326, 0.341, 0.592, 0.352, 0.443, -0.933, 0.100, -0.375, -0.148, 0.447, 0.158, -0.869, 0.377, 0.339, -0.332, -0.612, -0.903, 0.979, -0.376, 0.522, 0.294, 0.373, 0.414, -0.106, 0.646, 0.285, -0.120, -1.425, 0.328, -0.353, 0.403, 0.156, -0.351, 0.679, -1.098, -0.334, 0.335, -0.281, 2.468, 0.446, 0.268, 0.300, 0.473, -0.303, -0.363, 0.784, 0.369, 0.342, -0.137, 1.916, 0.814, -0.329, 0.407, 0.321, -0.392, 2.659, -1.190, -0.945, 0.306, 0.478, 0.416, 0.308, -0.645, 0.310, 0.105, 0.588, -0.151, 0.135, -1.077, -0.631, -1.710, -0.398, 0.222, -0.825, -1.277, 0.010, -1.567, 0.358, 0.476, 0.564, -1.181, 0.584, 0.411, 0.361, -0.441, -2.217, -0.974, -0.680]
}


{
  "formula": "C8H8O3",
  "method": "ωB97M-V/def2-TZVPD",
  "gap_ev": 9.301,
  "smiles": "O=C(O)COc1ccccc1",
  "de_lowest_ev": 5.3084,
  "lumo_ev": 0.35,
  "multiplicity": 1,
  "total_energy_ha": -535.19656,
  "largest_force_ev_per_a": 8.452,
  "elements": ["C", "H", "O", "H", "C", "H", "O", "C", "H", "C", "O", "H", "C", "C", "C", "H", "H", "H", "C"],
  "coordinates": [[-2.829, 0.497, -0.355], [4.438, 0.904, -0.613], [2.054, 1.396, 0.055], [-3.062, -1.716, -0.957], [-1.180, -1.278, 0.167], [0.226, 1.908, 0.705], [0.951, -0.619, 1.427], [-0.338, -0.304, 0.792], [-0.755, -2.249, -0.186], [-2.421, -0.824, -0.579], [3.810, -0.004, -0.636], [-3.709, 0.820, -1.012], [-0.771, 1.187, 0.727], [-1.972, 1.394, 0.273], [1.674, -0.904, 0.296], [0.840, -1.249, -0.574], [2.593, -1.666, 0.417], [-2.136, 2.481, 0.162], [2.587, 0.225, -0.110]],
  "nbo_charge": [-0.231, 0.527, -0.632, 0.231, -0.313, 0.300, -0.498, 0.292, 0.221, -0.200, -0.680, 0.225, -0.230, -0.241, -0.189, 0.249, 0.199, 0.218, 0.754]
}


{
  "formula": "C28H52ClLuOP",
  "method": "ωB97M-V/def2-TZVPD",
  "gap_ev": [2.610, 2.611],
  "lumo_ev": [2.08, 2.08],
  "multiplicity": 1,
  "total_energy_ha": -3210.32895,
  "largest_force_ev_per_a": 4.929,
  "total_charge": -1,
  "elements": ["C", "H", "H", "H", "H", "H", "H", "C", "H", "H", "Cl", "H", "H", "H", "H", "H", "H", "H", "H", "C", "H", "H", "C", "H", "C", "Lu", "H", "C", "C", "C", "H", "H", "C", "H", "H", "C", "P", "C", "C", "H", "H", "H", "C", "C", "C", "C", "H", "H", "C", "H", "H", "H", "C", "H", "C", "C", "H", "H", "H", "H", "C", "C", "H", "C", "C", "H", "H", "C", "H", "H", "H", "C", "C", "C", "H", "O", "H", "H", "H", "H", "H", "H", "H", "H"],
  "coordinates": [[-1.401, -0.454, 0.500], [3.885, 0.126, 1.464], [-1.608, 1.004, -3.708], [-2.437, -0.069, 0.477], [0.720, -2.701, 0.112], [-1.658, -0.294, -5.841], [-2.933, 4.421, -2.850], [3.237, -0.407, 5.841], [-0.917, 0.066, 1.348], [-1.901, -2.823, -5.640], [0.645, 2.959, 1.957], [1.300, 0.501, 1.347], [1.629, 0.588, -2.990], [4.076, 0.223, -2.852], [1.776, -1.453, 4.694], [3.509, 0.618, 6.121], [-2.431, -2.220, 4.018], [-0.809, 2.705, -3.003], [-3.018, 1.689, -2.291], [-0.439, -2.076, -2.571], [0.599, -1.927, -2.898], [-4.448, 3.394, -1.267], [-1.103, 0.031, -3.780], [1.189, -1.682, 2.605], [-2.808, 1.991, -1.252], [2.615, 1.720, 2.535], [0.006, -2.606, 4.435], [0.612, -2.592, 2.333], [1.927, 0.098, 0.483], [-1.133, -0.710, -2.433], [2.025, -0.936, -2.191], [3.577, 1.687, -2.004], [3.400, 0.536, 0.549], [-0.711, -3.889, 3.460], [-2.178, -3.152, -3.246], [-1.164, -2.938, -3.611], [-0.561, 0.275, -0.982], [0.095, -2.483, 0.984], [4.203, 0.090, -0.691], [-0.649, 5.099, -2.370], [5.225, 0.482, -0.620], [1.328, 1.689, -0.792], [0.748, 0.109, 5.704], [-1.781, -0.805, -4.879], [-1.252, -2.242, -4.975], [-0.438, -2.824, 3.455], [1.848, -0.991, 0.550], [-1.456, -0.924, 3.326], [-2.324, -2.277, 1.871], [-0.256, -2.229, -5.437], [-0.644, -3.898, -3.709], [0.533, -0.454, 6.622], [-1.290, 1.978, -1.012], [-0.135, 0.053, 5.056], [-3.383, 3.395, -1.006], [1.271, 0.586, -0.836], [-2.981, 5.474, -1.441], [-3.331, 1.274, -0.606], [4.274, -1.004, -0.694], [-0.398, -2.605, -1.611], [2.069, 0.157, -2.076], [-1.125, 4.395, -1.677], [-2.524, -3.352, 1.785], [-1.695, -1.991, 3.236], [1.976, -0.426, 5.007], [-0.818, 4.678, -0.660], [-3.314, 3.615, 0.068], [-0.602, 2.978, -1.959], [-2.859, -0.837, -4.668], [-1.079, 2.316, 0.021], [0.490, 2.977, -1.839], [-2.651, 4.490, -1.791], [-1.411, -1.881, 0.699], [3.535, 0.590, -1.971], [-2.195, -0.900, -2.181], [2.189, 0.331, 3.816], [3.451, 1.662, 0.543], [-1.777, -2.399, -0.203], [-0.059, 0.238, -4.066], [-3.284, -1.752, 1.786], [3.106, -0.990, 6.761], [1.342, -3.422, 2.346], [0.887, 1.163, 5.979], [4.074, -0.839, 5.283]],
  "mulliken_charge": [-1.296, 0.772, -0.047, 0.584, 0.015, 0.394, 0.310, -1.608, 0.149, 0.435, -0.246, -0.251, -0.262, 0.449, -0.144, 0.300, 0.345, 0.206, 0.208, 0.178, 0.169, 0.446, -0.403, -0.603, -0.767, -1.288, 0.390, 0.746, -0.860, -0.229, 0.113, 0.512, -0.504, 0.429, 0.412, -1.034, 1.030, -1.157, -1.188, 0.412, 0.711, 0.423, -1.285, -0.897, -0.775, -0.865, -0.289, 0.184, -1.790, 0.338, 0.400, 0.383, -0.284, 0.164, -0.988, 1.150, 0.355, 0.315, 0.314, -0.406, -0.084, -0.961, 0.435, -0.577, 1.327, 0.332, 0.397, -0.109, 0.371, 0.485, 0.162, -0.638, 1.048, -1.081, 0.989, 0.439, 0.059, 0.111, 0.138, 0.513, 0.427, 0.180, 0.430, 0.329]
}